{"formula": "C24H22N4O3S", "method": "ωB97M-V/def2-TZVPD", "species": ["C", "O", "C", "C", "N", "C", "O", "C", "C", "C", "C", "N", "C", "S", "C", "C", "C", "C", "C", "N", "C", "N", "C", "C", "C", "C", "C", "C", "C", "O", "C", "C", "H", "H", "H", "H", "H", "H", "H", "H", "H", "H", "H", "H", "H", "H", "H", "H", "H", "H", "H", "H", "H", "H"], "xyz": [[-6.93, -0.79, -2.62], [-6.12, -1.31, -1.59], [-6.60, -1.07, -0.29], [-6.33, 0.36, 0.19], [-4.92, 0.64, 0.14], [-4.18, 0.93, 1.23], [-4.67, 1.13, 2.32], [-2.71, 1.03, 0.98], [-2.04, 0.19, 0.10], [-0.68, 0.31, -0.08], [0.03, 1.27, 0.63], [1.43, 1.41, 0.43], [2.30, 0.46, 0.89], [1.57, -0.86, 1.78], [3.05, -1.90, 2.10], [3.30, -2.82, 0.95], [2.57, -4.00, 0.81], [2.82, -4.81, -0.28], [3.77, -4.41, -1.20], [4.46, -3.29, -1.08], [4.23, -2.51, -0.04], [3.57, 0.50, 0.74], [4.12, 1.56, 0.07], [5.51, 1.61, -0.10], [6.08, 2.67, -0.77], [5.29, 3.70, -1.27], [3.92, 3.67, -1.10], [3.33, 2.60, -0.43], [1.88, 2.55, -0.26], [1.09, 3.38, -0.65], [-0.63, 2.11, 1.52], [-1.99, 1.98, 1.70], [-7.96, -1.17, -2.54], [-6.95, 0.30, -2.62], [-6.49, -1.14, -3.56], [-6.07, -1.78, 0.35], [-7.68, -1.28, -0.23], [-6.88, 1.08, -0.42], [-6.64, 0.47, 1.23], [-4.46, 0.42, -0.74], [-2.58, -0.58, -0.44], [-0.16, -0.34, -0.77], [3.88, -1.20, 2.25], [2.82, -2.44, 3.01], [1.83, -4.27, 1.55], [2.28, -5.74, -0.42], [4.00, -5.01, -2.07], [4.81, -1.60, 0.02], [6.11, 0.80, 0.29], [7.15, 2.70, -0.90], [5.75, 4.53, -1.78], [3.29, 4.46, -1.48], [-0.07, 2.86, 2.06], [-2.52, 2.61, 2.40]], "mulliken_charge": [-0.694, -0.354, -0.420, -0.864, -0.165, 0.263, -0.667, 1.025, -0.878, 0.107, -1.546, 0.492, 0.535, 0.023, -1.069, 0.689, -0.549, -0.390, -0.296, -0.633, -0.169, -0.215, 0.017, -0.476, -0.451, -0.611, -0.566, 0.118, 0.698, -0.650, -0.158, -0.904, 0.306, 0.288, 0.248, 0.324, 0.361, 0.310, 0.420, 0.285, 0.445, 0.558, 0.401, 0.557, 0.402, 0.383, 0.365, 0.421, 0.462, 0.401, 0.408, 0.467, 0.520, 0.425], "charge": 0, "smiles": "COCCNC(=O)c1ccc(-n2c(SCc3cccnc3)nc3ccccc3c2=O)cc1", "homo_lumo_gap_ev": 8.81, "homo_energy_ev": -8.46, "lumo_ev": 0.3}

{"formula": "C24H22N4O3S", "method": "ωB97M-V/def2-TZVPD", "species": ["O", "C", "C", "S", "C", "C", "C", "N", "N", "C", "C", "C", "C", "C", "C", "C", "N", "C", "C", "C", "C", "N", "C", "C", "C", "C", "C", "C", "C", "O", "C", "O", "H", "H", "H", "H", "H", "H", "H", "H", "H", "H", "H", "H", "H", "H", "H", "H", "H", "H", "H", "H", "H", "H"], "xyz": [[-1.90, -1.46, -2.11], [-1.25, -2.38, -1.66], [-1.88, -3.54, -0.90], [-1.06, -3.87, 0.69], [-2.02, -2.76, 1.83], [-2.43, -1.48, 1.21], [-3.68, -1.18, 0.66], [-3.73, 0.06, 0.23], [-2.52, 0.59, 0.46], [-2.27, 1.90, 0.02], [-3.31, 2.81, 0.02], [-3.09, 4.10, -0.42], [-1.84, 4.48, -0.87], [-0.80, 3.56, -0.88], [-1.01, 2.27, -0.44], [-1.70, -0.31, 1.07], [-0.44, -0.01, 1.55], [0.62, -0.88, 1.59], [1.64, -0.28, 2.26], [1.20, 1.00, 2.65], [-0.08, 1.14, 2.21], [0.08, -2.52, -1.84], [0.86, -1.60, -2.64], [1.80, -0.75, -1.82], [1.71, 0.63, -1.87], [2.56, 1.46, -1.14], [3.50, 0.84, -0.35], [3.60, -0.55, -0.29], [2.77, -1.36, -1.01], [4.62, -0.89, 0.56], [5.14, 0.32, 1.05], [4.45, 1.40, 0.46], [-2.94, -3.34, -0.73], [-1.77, -4.45, -1.48], [-2.90, -3.33, 2.14], [-1.36, -2.62, 2.68], [-4.55, -1.81, 0.59], [-4.28, 2.49, 0.37], [-3.91, 4.81, -0.42], [-1.67, 5.49, -1.21], [0.17, 3.85, -1.25], [-0.21, 1.55, -0.47], [0.56, -1.84, 1.13], [2.60, -0.72, 2.47], [1.76, 1.73, 3.20], [-0.77, 1.95, 2.32], [0.56, -3.27, -1.36], [0.15, -0.97, -3.17], [1.44, -2.18, -3.37], [0.97, 1.08, -2.51], [2.49, 2.53, -1.18], [2.86, -2.44, -0.96], [6.21, 0.39, 0.79], [5.03, 0.36, 2.14]], "mulliken_charge": [-0.673, 0.812, -1.038, -0.161, -1.010, 0.721, -0.825, -1.191, 1.046, 0.004, -0.602, -0.540, -0.590, -0.549, 0.629, -0.097, 0.414, -0.591, -0.576, -1.180, -0.297, -0.072, -1.365, 1.016, -0.732, -0.831, 0.983, 0.828, -1.166, -0.535, -0.333, -0.521, 0.385, 0.513, 0.490, 0.490, 0.547, 0.504, 0.381, 0.410, 0.351, 0.140, 0.192, 0.701, 0.439, 0.566, 0.231, 0.461, 0.356, 0.401, 0.417, 0.478, 0.293, 0.279], "charge": 0, "smiles": "O=C(CSCc1cnn(-c2ccccc2)c1-n1cccc1)NCc1ccc2c(c1)OCO2", "homo_lumo_gap_ev": 8.66, "homo_energy_ev": -8.12, "lumo_ev": 0.5}

{"formula": "C24H22N9O2ReS", "method": "ωB97M-V/def2-TZVPD", "species": ["Re", "N", "C", "C", "C", "C", "C", "C", "S", "N", "C", "C", "C", "C", "C", "C", "N", "H", "H", "H", "H", "H", "H", "H", "H", "H", "N", "N", "C", "N", "N", "N", "O", "O", "H", "H", "H", "H", "H", "C", "C", "C", "C", "N", "C", "C", "C", "C", "C", "C", "C", "H", "H", "H", "H", "H", "H", "H", "H"], "xyz": [[12.00, 11.46, 6.23], [8.15, 13.43, 6.24], [8.14, 14.79, 6.50], [7.00, 15.43, 6.70], [6.92, 16.79, 6.77], [8.12, 17.56, 6.65], [9.31, 16.89, 6.55], [9.34, 15.52, 6.46], [10.83, 14.66, 6.64], [10.43, 13.01, 6.60], [9.19, 12.60, 6.30], [9.04, 11.18, 5.85], [7.89, 10.72, 5.21], [7.77, 9.34, 4.91], [8.89, 8.50, 5.09], [10.02, 9.04, 5.78], [10.10, 10.34, 6.07], [7.26, 12.91, 6.12], [6.07, 14.85, 6.83], [5.94, 17.21, 6.97], [8.06, 18.63, 6.65], [10.26, 17.44, 6.46], [7.07, 11.43, 5.11], [6.92, 8.97, 4.34], [8.95, 7.42, 4.83], [10.89, 8.40, 6.00], [14.97, 12.49, 7.51], [14.97, 13.65, 6.74], [13.98, 13.79, 5.88], [14.08, 14.89, 5.10], [13.16, 12.75, 5.72], [12.43, 12.78, 3.73], [11.84, 13.80, 3.61], [11.52, 11.73, 4.31], [15.79, 12.51, 8.12], [14.88, 11.69, 6.91], [15.75, 14.27, 6.79], [14.73, 15.65, 5.35], [13.42, 15.05, 4.34], [11.57, 10.91, 10.60], [12.44, 9.80, 10.77], [13.19, 9.32, 9.70], [12.98, 9.88, 8.41], [12.07, 10.92, 8.25], [11.37, 11.35, 9.30], [13.61, 9.30, 7.23], [14.41, 8.15, 7.20], [14.90, 7.66, 6.00], [14.52, 8.21, 4.78], [13.64, 9.26, 4.81], [13.19, 9.84, 5.98], [11.09, 11.42, 11.42], [12.48, 9.35, 11.75], [13.99, 8.59, 9.80], [10.72, 12.17, 9.07], [14.78, 7.71, 8.10], [15.62, 6.85, 6.07], [14.95, 7.90, 3.82], [13.26, 9.73, 3.89]], "mulliken_charge": [1.176, 0.069, 0.245, -0.664, -0.621, -0.791, -0.584, 1.093, 0.000, -0.391, 0.824, 0.836, -1.054, -0.665, -0.762, 0.084, -0.030, 0.145, 0.409, 0.459, 0.456, 0.422, 0.502, 0.472, 0.420, 0.448, -0.355, -0.088, 0.573, -0.351, 0.059, 0.284, -0.327, -0.678, 0.323, 0.073, 0.178, 0.221, 0.196, -0.868, -0.494, -1.009, 1.380, -0.009, 0.064, 0.754, -0.870, -0.688, -0.882, -0.424, -0.073, 0.479, 0.476, 0.404, 0.378, 0.420, 0.445, 0.440, 0.468], "s2": 3.805, "charge": 3, "spin_multiplicity": 4, "homo_lumo_gap_ev": [5.98, 4.81], "homo_energy_ev": [-16.13, -16.48], "lumo_ev": [-10.2, -11.7]}

DFT total energy: -1770.741715; -1770.680523; -2046.413580 (Ha)
Relative energy (zero: lowest compared OMol25 entry of this formula, charge and spin): 8.62; 47.01; 0.00 (kcal per mole)